# C3H6NO3

A single C3H6NO3 molecule at a distorted geometry (ωB97M-V/def2-TZVPD, OMol25).

```
! RIJCOSX wB97M-V def2-TZVPD def2/J DEFGRID3
* xyz 0 2
N -0.268 0.229 1.124
O -0.725 -0.897 1.049
O -1.221 1.233 1.380
O 0.861 0.651 0.989
C -2.041 3.830 2.880
C -2.270 2.410 2.867
C -1.302 1.327 2.838
H -3.058 4.227 2.632
H -1.795 4.199 3.887
H -1.306 4.173 2.138
H -3.246 2.004 2.738
H -1.751 0.398 3.171
H -0.316 1.496 3.261
*
```

Frontier orbital gap (spin up / spin down) ... 8.6 / 10.8 eV
LUMO (spin up / spin down) ... 0.13 / -0.31 eV
HOMO level (spin up / spin down) ... -0.31019 / -0.40744 Eh
ΔE to the lowest compared entry with this formula, charge and spin ... 109.9 kcal per mole
<S²> ... 0.754
DFT total energy ... -10834.420 eV
Strongest force on any atom ... 1.79 eV/Å



# C2H3Br2N

A molecular structure, C2H3Br2N at a distorted geometry (ωB97M-V/def2-TZVPD, OMol25).

```
! RIJCOSX wB97M-V def2-TZVPD def2/J DEFGRID3
* xyz 0 1
C 1.238 0.025 -0.030
C -1.203 0.100 0.053
N 0.160 0.686 -0.151
Br 2.845 0.990 -0.033
Br 1.580 -1.856 0.021
H -1.645 -0.077 -0.854
H -1.667 1.066 0.498
H -1.308 -0.935 0.496
*
```

Frontier orbital gap ... 10.6 eV
LUMO ... 0.43 eV
HOMO level ... -0.37200 Eh
ΔE to the lowest compared entry with this formula, charge and spin ... 15.5 kcal per mole
DFT total energy ... -143696.370 eV
Strongest force on any atom ... 2.94 eV/Å



# C22H38NiO3P2S

A molecular structure, C22H38NiO3P2S at a distorted geometry (ωB97M-V/def2-TZVPD, OMol25).

```
! RIJCOSX wB97M-V def2-TZVPD def2/J DEFGRID3
* xyz 0 3
P 4.956 2.926 -0.707
P 5.440 -0.526 -1.208
C 6.697 2.143 -0.774
C 6.798 0.858 -1.583
H 7.048 2.025 0.275
H 7.285 2.937 -1.266
H 6.764 1.002 -2.691
H 7.736 0.314 -1.325
C 6.193 -0.942 0.399
H 5.621 -1.783 0.814
H 6.167 -0.097 1.105
H 7.236 -1.232 0.260
C 6.093 -1.808 -2.268
H 7.109 -2.018 -1.934
H 6.088 -1.481 -3.310
H 5.458 -2.685 -2.142
C 5.209 4.435 0.229
H 4.253 4.960 0.286
H 5.936 5.042 -0.311
H 5.568 4.227 1.240
C 4.860 3.416 -2.443
H 4.933 2.544 -3.109
H 5.709 4.093 -2.607
H 3.903 3.928 -2.601
Ni -0.463 -0.227 -1.610
C 3.337 -1.152 -0.862
C 3.529 -0.774 0.503
C 3.840 0.549 1.056
C 2.762 1.469 1.598
C 2.215 2.321 0.533
C 2.058 2.052 -0.804
C 2.792 1.111 -1.739
C 2.646 -0.382 -1.978
C -1.181 1.010 -0.145
H 3.238 -2.266 -0.998
H 3.689 -1.614 1.196
H 4.446 1.131 0.304
H 4.536 0.383 1.896
H 2.028 0.818 2.060
H 3.139 2.128 2.389
H 1.905 3.317 0.810
H 1.142 2.459 -1.260
H 3.855 1.248 -1.508
H 2.610 1.630 -2.691
H 1.631 -0.669 -2.284
H 3.210 -0.639 -2.865
H -2.199 0.772 -0.458
H -0.937 2.084 -0.269
H -0.980 0.689 0.888
C -6.922 -4.433 2.226
C -5.666 -3.627 1.988
C -5.420 -2.435 2.676
C -4.275 -1.689 2.454
C -3.296 -2.099 1.512
C -3.556 -3.303 0.798
C -4.727 -4.024 1.023
S -0.452 -2.227 1.037
O -2.203 -1.372 1.354
O 0.302 -1.485 2.032
O -0.175 -1.746 -0.352
H -6.976 -4.811 3.254
H -7.819 -3.819 2.078
H -6.994 -5.301 1.555
H -6.149 -2.128 3.414
H -4.118 -0.778 3.012
H -2.835 -3.625 0.037
H -4.880 -4.948 0.453
*
```

Frontier orbital gap (spin up / spin down) ... 4.9 / 4.3 eV
LUMO (spin up / spin down) ... -1.23 / -1.83 eV
HOMO level (spin up / spin down) ... -0.22667 / -0.22656 Eh
ΔE to the lowest compared entry with this formula, charge and spin ... 21.4 kcal per mole
<S²> ... 2.007
DFT total energy ... -100019.752 eV
Strongest force on any atom ... 4.49 eV/Å



# C24H76N20O12

12 unconnected molecules or ions with the total composition C24H76N20O12 at a distorted geometry (ωB97M-V/def2-TZVPD, OMol25).

```
! RIJCOSX wB97M-V def2-TZVPD def2/J DEFGRID3
* xyz 0 1
C -0.280 5.428 -0.152
C 0.191 4.467 0.956
C 1.240 5.257 1.768
O 1.909 4.339 2.693
C 3.055 4.987 3.152
N -0.955 4.224 1.847
H 0.508 5.675 -0.859
H -0.612 6.326 0.319
H -1.158 4.998 -0.666
H 0.659 3.493 0.579
H 0.735 6.008 2.390
H 2.014 5.719 1.154
H 3.344 4.476 4.106
H 2.912 6.026 3.348
H 3.852 4.909 2.500
H -1.640 3.597 1.358
H -0.804 3.723 2.747
C -5.080 -5.058 -0.013
C -5.180 -3.754 0.770
C -4.104 -3.630 1.872
O -4.050 -2.356 2.530
C -5.054 -2.130 3.478
N -5.063 -2.610 -0.161
H -5.845 -5.023 -0.754
H -5.128 -5.881 0.680
H -4.155 -5.157 -0.572
H -6.174 -3.869 1.241
H -3.158 -3.754 1.361
H -4.123 -4.452 2.615
H -6.059 -2.097 2.952
H -4.858 -1.187 3.985
H -5.082 -2.928 4.236
H -5.212 -1.774 0.342
H -4.084 -2.581 -0.507
C 5.428 -0.161 3.912
C 3.915 -0.332 3.796
C 3.345 0.625 4.895
O 3.904 0.228 6.176
C 3.393 0.857 7.366
N 3.493 0.027 2.463
H 5.726 -0.284 4.972
H 5.710 0.840 3.604
H 5.928 -0.815 3.225
H 3.567 -1.398 3.906
H 2.248 0.394 5.022
H 3.485 1.735 4.716
H 3.427 1.934 7.189
H 4.041 0.558 8.190
H 2.400 0.539 7.662
H 2.478 0.038 2.453
H 3.902 0.916 2.254
C 2.850 0.041 -6.268
C 4.292 -0.173 -5.674
C 4.156 -0.838 -4.306
O 3.531 0.010 -3.397
C 3.378 -0.450 -2.022
N 5.186 -0.984 -6.587
H 2.582 -0.916 -6.735
H 2.945 0.772 -7.099
H 2.056 0.281 -5.561
H 4.745 0.850 -5.435
H 5.068 -1.172 -3.917
H 3.505 -1.773 -4.527
H 2.695 -1.268 -2.050
H 2.900 0.365 -1.458
H 4.330 -0.806 -1.618
H 5.021 -0.687 -7.550
H 4.852 -1.917 -6.517
C 2.456 -3.177 1.674
O 1.627 -2.522 2.325
N 3.489 -2.561 0.990
N 2.261 -4.545 1.537
H 4.002 -3.010 0.250
H 3.640 -1.568 1.195
H 3.076 -5.124 1.584
H 1.513 -4.902 2.089
C 0.188 2.467 -2.984
O -0.945 2.648 -2.557
N 0.627 1.273 -3.470
N 1.110 3.478 -2.995
H 0.090 0.500 -3.199
H 1.589 1.069 -3.611
H 0.792 4.428 -2.796
H 2.093 3.365 -3.253
C 0.732 -4.325 -2.642
O 1.808 -3.817 -2.757
N -0.107 -4.507 -3.697
N 0.325 -4.815 -1.445
H 0.280 -3.823 -4.425
H -1.115 -4.398 -3.696
H -0.450 -5.426 -1.244
H 0.999 -4.690 -0.688
C -4.597 1.978 -2.532
O -5.790 1.868 -2.240
N -3.791 3.019 -2.102
N -3.972 1.111 -3.345
H -4.162 3.349 -1.202
H -2.805 2.797 -2.235
H -4.506 0.268 -3.424
H -2.980 1.070 -3.272
C -2.133 -1.864 -4.910
O -2.841 -1.784 -5.900
N -2.646 -2.399 -3.639
N -0.818 -1.455 -4.830
H -2.155 -2.156 -2.804
H -3.654 -2.285 -3.611
H -0.390 -1.176 -5.692
H -0.264 -1.360 -3.958
C -4.477 1.596 2.139
O -3.717 1.268 3.074
N -4.693 0.775 1.099
N -5.340 2.625 2.237
H -5.211 1.112 0.290
H -3.903 0.178 0.851
H -5.681 3.004 1.380
H -5.376 3.208 3.039
C -0.044 1.134 3.115
O 0.508 0.862 2.041
N -1.207 0.525 3.575
N 0.356 2.194 3.866
H -1.650 -0.244 3.058
H -1.879 1.111 4.039
H -0.133 2.322 4.735
H 0.937 2.877 3.349
C -0.699 -0.648 -1.026
O -0.855 -0.860 -2.255
N -1.293 0.464 -0.473
N -0.057 -1.511 -0.188
H -1.309 1.244 -1.132
H -0.794 0.658 0.393
H 0.423 -1.113 0.624
H 0.472 -2.226 -0.692
*
```

Frontier orbital gap ... 9.6 eV
LUMO ... 0.34 eV
HOMO level ... -0.34082 Eh
ΔE to the lowest compared entry with this formula, charge and spin ... 27.8 kcal per mole
DFT total energy ... -80499.394 eV
Strongest force on any atom ... 3.64 eV/Å



# C12H18F3O10V

A molecular structure, C12H18F3O10V at a distorted geometry (ωB97M-V/def2-TZVPD, OMol25).

```
! RIJCOSX wB97M-V def2-TZVPD def2/J DEFGRID3
* xyz 0 1
O -0.556 0.935 -0.832
V -0.937 -0.328 0.062
O -2.510 -0.458 0.345
C 2.848 -2.050 0.283
O 2.778 -0.621 0.338
O 1.549 -2.441 0.760
C 3.407 -2.447 -1.191
F 4.207 -1.568 -1.698
F 3.979 -3.620 -1.117
F 2.409 -2.533 -2.140
C 3.794 0.104 1.019
C 3.575 1.555 0.736
H 3.273 1.645 -0.307
H 2.710 1.889 1.308
H 4.337 2.304 0.953
H 4.815 -0.103 0.701
H 3.838 -0.118 2.086
H 3.539 -2.393 1.053
C -2.035 2.095 8.456
C -2.501 1.337 7.159
C -3.437 2.054 6.230
O -2.875 1.945 4.955
C -1.666 1.345 5.038
O -0.942 1.036 4.072
O -1.397 1.165 6.289
H -1.516 3.021 8.209
H -1.321 1.554 9.076
H -2.847 2.405 9.114
H -2.896 0.353 7.408
H -3.615 3.104 6.458
H -4.461 1.681 6.238
C -0.648 0.282 -7.830
C -1.664 -0.772 -7.349
C -1.250 -2.222 -7.338
O -0.995 -2.559 -6.015
C -1.450 -1.502 -5.253
O -1.556 -1.453 -4.042
O -1.873 -0.513 -6.026
H 0.238 0.355 -7.200
H -0.980 1.311 -7.696
H -0.353 0.057 -8.855
H -2.615 -0.618 -7.859
H -0.313 -2.412 -7.862
H -2.086 -2.800 -7.731
*
```

Frontier orbital gap ... 4.9 eV
LUMO ... -3.10 eV
HOMO level ... -0.29240 Eh
ΔE to the lowest compared entry with this formula, charge and spin ... 0.0 kcal per mole
DFT total energy ... -67045.340 eV
Strongest force on any atom ... 4.10 eV/Å



# C7H6O6S

A gas-phase ion, C7H6O6S (charge -2) at a distorted geometry (ωB97M-V/def2-TZVPD, OMol25).

```
! RIJCOSX wB97M-V def2-TZVPD def2/J DEFGRID3
* xyz -2 1
C 1.289 -0.394 1.851
C 0.193 0.281 2.473
C 1.425 -0.881 0.622
C -0.672 0.962 1.775
C -1.823 -0.809 -1.036
C 0.780 -0.582 -0.760
C -0.546 0.030 -0.913
O -1.691 -2.029 -1.418
O 0.721 2.245 -0.676
O -2.882 -0.244 -0.711
O 0.095 1.543 -2.897
O -1.642 2.467 -1.423
O 0.902 -1.867 -1.364
S -0.392 1.713 -1.531
H 2.077 -0.759 2.619
H 0.179 0.168 3.576
H 2.314 -1.439 0.614
H -1.531 1.615 2.025
H 1.361 0.126 -1.323
H -0.156 -2.144 -1.505
*
```

Frontier orbital gap (spin up / spin down) ... 7.8 / 6.7 eV
LUMO (spin up / spin down) ... 6.03 / 5.86 eV
HOMO level (spin up / spin down) ... -0.06388 / -0.03177 Eh
ΔE to the lowest compared entry with this formula, charge and spin ... 121.2 kcal per mole
DFT total energy ... -30471.635 eV
Strongest force on any atom ... 3.08 eV/Å